C2H6N3O2 | wB97M-V/def2-TZVPD

The geometry in XYZ format:
```
13
Properties=species:S:1:pos:R:3:mulliken_charge:R:1
C -1.111 -0.642 0.759 0.168
C 2.126 -0.002 0.664 0.574
N 2.057 -0.829 -0.179 -0.420
N -0.606 -0.205 -0.375 0.061
N -0.838 1.067 -0.868 -0.643
O -1.989 0.136 1.297 -0.369
O 1.868 0.727 1.500 -0.347
H -0.967 -1.708 1.012 0.364
H 0.021 -0.873 -0.988 0.337
H 2.406 -1.115 -0.989 0.237
H -0.608 1.073 -1.881 0.318
H -0.150 1.632 -0.413 0.255
H -2.209 0.741 0.463 0.466
```

Results
- Net charge: +1
- Relative energy (zero: lowest compared OMol25 entry of this formula, charge and spin): 29.0 kcal per mole
- HOMO energy: -15.43 eV
- HOMO-LUMO gap: 11.028 eV

C3HCl5 | wB97M-V/def2-TZVPD

The geometry in XYZ format:
```
9
Properties=species:S:1:pos:R:3:mulliken_charge:R:1
C 0.300 0.617 0.110 -0.445
C -1.041 1.374 0.093 0.449
C -1.689 1.088 -1.241 0.106
Cl 1.551 1.313 -0.829 -0.090
Cl -1.958 0.602 1.426 -0.117
Cl -0.746 3.116 0.330 -0.105
Cl -1.123 1.873 -2.618 -0.069
Cl -2.554 -0.357 -1.428 -0.100
H 0.274 -0.442 -0.116 0.373
```

Results
- Relative energy (zero: lowest compared OMol25 entry of this formula, charge and spin): 43.6 kcal per mole
- HOMO energy (alpha / beta): -8.67 / -9.20 eV
- HOMO-LUMO gap (alpha / beta): 7.802 / 8.327 eV

C4H10S | wB97M-V/def2-TZVPD

The geometry in XYZ format:
```
15
Properties=species:S:1:pos:R:3:mulliken_charge:R:1
C 1.144 -3.967 2.682 -0.498
C 0.932 -3.054 3.649 -0.476
H 0.369 -4.186 1.963 0.235
H 1.927 -4.709 2.856 0.239
H -0.109 -2.759 3.788 0.240
H 1.867 -2.601 3.992 0.260
C 0.024 2.056 -0.102 -0.684
S -0.761 2.145 -1.748 -0.078
C -0.582 0.516 -2.495 -0.823
H -0.744 2.487 0.542 0.256
H 0.976 2.547 0.009 0.277
H 0.164 0.975 0.049 0.199
H -1.326 0.495 -3.307 0.264
H 0.406 0.409 -2.996 0.275
H -0.758 -0.393 -1.910 0.313
```

Results
- Relative energy (zero: lowest compared OMol25 entry of this formula, charge and spin): 49.9 kcal per mole
- SMILES: C=C.CSC
- HOMO energy: -8.45 eV
- HOMO-LUMO gap: 9.358 eV

C2H6O2P | wB97M-V/def2-TZVPD

The geometry in XYZ format:
```
11
Properties=species:S:1:pos:R:3:mulliken_charge:R:1
C 1.816 -0.796 -0.059 -0.367
C -1.317 1.186 0.141 -0.930
O -2.274 -1.203 -0.479 -0.482
O 1.281 -1.430 0.942 -0.762
P -1.737 -0.543 0.726 0.399
H 2.254 -1.499 -0.823 0.184
H 2.642 -0.055 0.111 0.144
H 1.044 -0.111 -0.720 -0.081
H -0.293 1.515 0.357 0.293
H -2.085 1.667 0.770 0.335
H -1.332 1.269 -0.965 0.267
```

Results
- Net charge: -1
- Relative energy (zero: lowest compared OMol25 entry of this formula, charge and spin): 83.0 kcal per mole
- HOMO energy (alpha / beta): -2.74 / -2.74 eV
- HOMO-LUMO gap (alpha / beta): 6.724 / 6.723 eV

C41H40N8O3P2S2Sc | wB97M-V/def2-TZVPD

The geometry in XYZ format:
```
97
Properties=species:S:1:pos:R:3:mulliken_charge:R:1
Sc -0.518 -0.608 0.684 -0.534
C 3.707 -0.354 2.401 -1.525
C 2.584 -0.838 1.526 0.555
N 1.528 -0.100 1.424 1.758
N 1.541 1.141 2.086 -1.139
C 0.603 1.205 2.974 0.311
S -0.484 -0.079 3.335 -0.087
S 0.416 2.817 3.742 -0.178
C 1.299 2.576 5.331 -1.109
C 0.703 1.519 6.215 0.619
C -0.502 1.742 6.876 -0.222
C -1.056 0.755 7.676 -0.611
C -0.412 -0.467 7.823 -0.488
C 0.791 -0.695 7.173 -0.667
C 1.344 0.296 6.373 -0.097
C 2.693 -2.127 0.842 0.845
C 3.943 -2.760 0.756 -1.173
C 4.119 -3.956 0.099 -1.097
C 3.024 -4.574 -0.496 -0.560
C 1.782 -3.984 -0.438 -0.663
C 1.591 -2.759 0.215 0.354
O 0.374 -2.239 0.205 -0.088
H 3.293 0.101 3.298 0.075
H 4.279 0.423 1.887 0.283
H 4.374 -1.155 2.699 0.577
H 1.249 3.561 5.797 0.542
H 2.344 2.370 5.107 0.410
H -1.007 2.696 6.761 0.403
H -1.991 0.941 8.193 0.398
H -0.846 -1.237 8.449 0.402
H 1.299 -1.644 7.286 0.406
H 2.285 0.115 5.863 0.195
H 4.816 -2.294 1.192 0.325
H 5.102 -4.407 0.050 0.418
H 3.146 -5.523 -1.008 0.441
H 0.914 -4.449 -0.889 0.518
N -0.846 1.985 0.527 -0.209
N -1.927 2.425 1.321 -0.350
C -2.775 1.496 1.787 0.174
N -3.666 1.792 2.718 -0.349
N -2.602 0.320 1.198 0.497
N -3.091 -0.817 1.707 0.945
O -2.349 -1.777 1.402 -0.455
O -4.118 -0.897 2.353 -0.727
H 0.032 2.301 0.938 0.394
H -0.937 2.366 -0.413 0.329
H -1.882 3.336 1.751 0.264
H -3.555 2.616 3.284 0.216
H -4.262 1.048 3.054 0.230
N -0.468 -0.540 -2.895 0.246
P 0.730 0.169 -1.889 0.362
C 0.992 1.829 -2.585 0.873
C 1.396 2.839 -1.713 -0.327
C 1.673 4.113 -2.194 -0.869
C 1.539 4.381 -3.548 -0.680
C 1.146 3.374 -4.424 -0.678
C 0.878 2.101 -3.947 -0.786
C 2.284 -0.635 -2.375 1.329
C 2.393 -1.686 -3.277 -0.644
C 3.641 -2.200 -3.604 -0.894
C 4.788 -1.664 -3.038 -0.565
C 4.686 -0.612 -2.137 -0.786
C 3.442 -0.105 -1.804 -0.706
P -1.917 -0.657 -1.950 0.552
C -2.791 -2.045 -2.715 0.511
C -2.756 -2.283 -4.091 -0.276
C -3.445 -3.358 -4.628 -0.795
C -4.185 -4.192 -3.797 -0.525
C -4.228 -3.959 -2.432 -0.659
C -3.525 -2.892 -1.887 -0.436
C -2.831 0.834 -2.460 0.536
C -3.934 1.210 -1.691 -0.457
C -4.673 2.337 -2.024 -0.780
C -4.303 3.108 -3.118 -0.583
C -3.207 2.740 -3.887 -0.662
C -2.476 1.604 -3.564 -0.293
H -0.197 -1.430 -3.296 0.248
H 1.528 2.626 -0.654 0.404
H 1.993 4.891 -1.512 0.483
H 1.747 5.375 -3.926 0.413
H 1.058 3.583 -5.483 0.453
H 0.585 1.310 -4.628 0.461
H 1.522 -2.127 -3.750 0.308
H 3.714 -3.021 -4.306 0.441
H 5.759 -2.067 -3.296 0.422
H 5.579 -0.190 -1.691 0.466
H 3.368 0.719 -1.100 0.317
H -2.204 -1.617 -4.746 0.429
H -3.414 -3.542 -5.694 0.422
H -4.726 -5.030 -4.220 0.394
H -4.797 -4.616 -1.786 0.432
H -3.524 -2.735 -0.814 0.269
H -4.229 0.605 -0.842 0.466
H -5.539 2.611 -1.432 0.443
H -4.873 3.993 -3.374 0.406
H -2.922 3.336 -4.745 0.446
H -1.626 1.313 -4.166 0.313
```

Results
- Net charge: +1
- Relative energy (zero: lowest compared OMol25 entry of this formula, charge and spin): 0.0 kcal per mole
- HOMO energy: -10.29 eV
- HOMO-LUMO gap: 7.278 eV

C30H54N4O3 | wB97M-V/def2-TZVPD

The geometry in XYZ format:
```
91
Properties=species:S:1:pos:R:3:mulliken_charge:R:1
C -5.023 -4.122 3.056 -0.470
O -4.222 -4.930 2.178 -0.412
C -2.819 -4.785 2.434 -0.636
C -2.174 -4.042 1.186 -0.721
C -1.886 -2.543 1.596 -0.162
C -1.589 -1.619 0.353 1.015
C -0.242 -1.960 -0.405 -1.458
N 0.969 -1.424 0.244 0.627
C 1.599 -2.217 1.359 -0.715
C 1.701 -1.413 2.725 -0.310
N 3.117 -1.011 3.033 -0.707
C 1.485 -0.305 -0.129 -1.143
N 2.693 0.349 0.364 0.265
C 3.425 0.467 -0.939 -0.111
C 4.844 1.131 -0.933 -0.821
O 5.844 0.111 -1.140 -0.412
C 5.891 -0.791 -0.036 -0.550
C 2.249 1.196 -1.761 -0.216
C 2.393 1.147 -3.312 0.032
C 3.503 0.474 -4.005 -0.327
C 3.526 0.469 -5.475 -0.669
C 2.483 1.119 -6.284 -0.556
C 1.372 1.789 -5.594 -0.604
C 1.361 1.802 -4.138 -0.123
N 1.013 0.628 -1.155 0.884
C 0.067 1.639 -0.535 -0.639
C -1.338 1.488 -1.228 -0.558
C -2.445 2.510 -0.669 0.223
C -1.835 3.874 -0.180 -1.509
C -3.420 1.805 0.368 -0.624
C -3.040 1.996 1.898 -0.488
C -3.091 0.653 2.736 -0.102
C -4.112 0.292 3.598 0.306
C -5.618 0.099 3.215 -1.299
C -3.699 0.006 5.095 -1.164
H -5.133 -3.083 2.617 0.096
H -6.050 -4.578 3.147 0.307
H -4.587 -4.034 4.092 0.271
H -2.346 -5.797 2.592 0.317
H -2.602 -4.124 3.326 0.339
H -2.821 -4.043 0.274 0.380
H -1.174 -4.496 0.909 0.346
H -2.821 -2.148 2.097 0.171
H -1.060 -2.423 2.348 0.100
H -1.635 -0.521 0.566 -1.198
H -2.416 -1.819 -0.394 0.484
H -0.374 -1.601 -1.466 0.389
H -0.191 -3.086 -0.462 0.674
H 2.608 -2.553 1.010 0.471
H 0.982 -3.127 1.562 0.365
H 1.360 -2.000 3.616 0.311
H 1.138 -0.438 2.624 0.199
H 3.731 -1.250 2.252 0.209
H 3.176 0.008 3.101 0.332
H 2.495 1.310 0.669 0.465
H 3.484 -0.531 -1.467 0.552
H 4.995 1.851 -1.790 0.347
H 5.074 1.710 0.010 0.432
H 5.954 -0.281 0.963 0.269
H 5.047 -1.541 -0.034 0.109
H 6.834 -1.399 -0.158 0.328
H 2.471 2.288 -1.542 0.422
H 4.329 -0.025 -3.437 0.267
H 4.334 -0.034 -6.063 0.314
H 2.482 1.126 -7.396 0.314
H 0.526 2.293 -6.116 0.303
H 0.540 2.329 -3.582 0.168
H 0.485 2.640 -0.811 0.694
H 0.043 1.553 0.589 0.117
H -1.720 0.436 -1.273 0.149
H -1.188 1.798 -2.305 0.386
H -3.076 2.756 -1.575 0.473
H -1.132 3.732 0.684 0.276
H -2.645 4.571 0.176 0.383
H -1.252 4.418 -0.980 0.362
H -4.463 2.140 0.113 0.499
H -3.394 0.700 0.132 0.172
H -2.025 2.425 2.081 0.289
H -3.834 2.659 2.348 0.416
H -2.204 -0.022 2.643 0.051
H -5.753 -0.401 2.215 0.263
H -6.249 1.023 3.322 0.310
H -6.034 -0.640 3.963 0.397
H -3.433 0.936 5.653 0.286
H -2.738 -0.597 5.023 0.301
H -4.435 -0.654 5.627 0.356
C 4.748 3.774 -5.802 0.077
O 4.914 5.089 -5.780 -0.860
H 5.492 3.174 -6.388 0.155
H 4.774 3.237 -4.814 -0.216
H 3.784 3.388 -6.226 -0.036
```

Results
- HOMO energy: -3.77 eV
- HOMO-LUMO gap: 2.247 eV